# 1
C3H7NS | ωB97M-V/def2-TZVPD

Each line ends with the natural charge from an NBO analysis.
Positions of all 12 atoms, in Å:
C -0.803 -0.172 -0.079  0.080
C 0.524 1.393 0.267  -0.573
C -0.199 -1.540 0.198  -0.652
N -1.720 -0.100 -1.156  -0.739
S -2.461 0.339 0.368  0.263
H 0.491 1.690 1.355  0.209
H 0.024 2.154 -0.293  0.195
H 1.449 1.158 -0.068  0.182
H -0.973 -2.343 0.023  0.226
H 0.057 -1.741 1.279  0.221
H 0.573 -1.682 -0.441  0.213
H -1.448 0.450 -1.893  0.375

Calculated values
Multiplicity: 1
Molecular weight: 89.16 g/mol
HOMO-LUMO gap: 9.149 eV
DFT total energy: -15546.17321 eV
Strongest force on any atom: 5.778 eV/A

# 2
C3H7NSi | ωB97M-V/def2-TZVPD

Each line ends with the natural charge from an NBO analysis.
Positions of all 12 atoms, in Å:
C -0.198 0.836 0.124  -0.196
C 0.265 -0.341 -0.198  -0.625
C 0.862 2.055 0.583  0.135
N 0.509 3.233 0.612  -0.633
Si -0.799 -1.878 -0.338  0.818
H -1.262 1.095 -0.116  0.210
H 1.276 -0.352 0.044  0.212
H 1.990 1.788 0.616  0.141
H 1.126 3.995 0.849  0.360
H -0.417 -3.115 -1.138  -0.138
H -2.265 -1.367 -0.740  -0.139
H -0.615 -2.194 1.167  -0.145

Calculated values
Multiplicity: 1
SMILES: [H]/N=C/C=C/[SiH3]
Molecular weight: 85.18 g/mol
HOMO-LUMO gap: 10.397 eV
DFT total energy: -12589.22607 eV
Strongest force on any atom: 3.745 eV/A

# 3
C3H7O | ωB97M-V/def2-TZVPD

Each line ends with the natural charge from an NBO analysis.
Positions of all 11 atoms, in Å:
C -0.186 0.689 -1.097  0.027
O -1.021 0.702 -2.119  -0.940
C -0.441 -0.448 -0.076  -0.446
C 0.542 -0.381 1.113  -0.633
H 0.933 0.657 -1.449  0.025
H -0.031 1.615 -0.436  0.029
H -1.460 -0.213 0.232  0.184
H -0.322 -1.377 -0.632  0.182
H 0.020 -0.905 1.929  0.177
H 1.449 -0.973 1.007  0.195
H 0.518 0.633 1.528  0.200

Calculated values
Multiplicity: 1
SMILES: CCC[O-]
Molecular weight: 59.09 g/mol
Net charge: -1
HOMO-LUMO gap: 6.411 eV
DFT total energy: -5270.87462 eV
Strongest force on any atom: 2.695 eV/A

# 4
C3H7O | ωB97M-V/def2-TZVPD

Each line ends with the natural charge from an NBO analysis.
Positions of all 11 atoms, in Å:
O -2.195 0.527 0.068  -0.995
H -1.783 0.220 -0.795  0.476
C 0.491 0.994 -0.063  -0.795
C 0.791 -0.303 -0.563  -0.215
C 0.923 -1.388 0.417  -0.806
H 0.205 2.006 -0.570  0.168
H -1.435 0.606 0.674  0.498
H 0.761 1.293 0.988  0.164
H 0.683 -0.408 -1.687  0.174
H 0.633 -2.326 0.027  0.160
H 0.926 -1.220 1.504  0.171

Calculated values
Multiplicity: 1
Molecular weight: 59.09 g/mol
Net charge: -1
HOMO-LUMO gap: 5.768 eV
DFT total energy: -5269.59809 eV
Strongest force on any atom: 3.201 eV/A

# 5
C3H7O2 | ωB97M-V/def2-TZVPD

Each line ends with the natural charge from an NBO analysis.
Positions of all 12 atoms, in Å:
C 1.545 0.178 1.193  -0.257
O 0.739 1.379 1.145  -0.797
H 1.809 -0.157 0.182  0.184
H 2.436 0.397 1.809  0.145
H 0.980 -0.717 1.649  0.166
O -0.159 -1.565 -0.807  -0.774
C -0.750 -0.547 -1.260  0.282
C -1.654 0.343 -0.554  -0.864
H -0.569 -0.246 -2.340  0.057
H -2.141 -0.001 0.336  0.184
H -2.011 1.197 -1.126  0.172
H 0.004 1.168 0.516  0.502

Calculated values
Multiplicity: 1
Molecular weight: 75.09 g/mol
Net charge: -1
HOMO-LUMO gap: 6.959 eV
DFT total energy: -7318.99427 eV
Strongest force on any atom: 2.983 eV/A

# 6
C3H7O2S | ωB97M-V/def2-TZVPD

Each line ends with the natural charge from an NBO analysis.
Positions of all 13 atoms, in Å:
C -1.099 1.082 2.460  -0.621
C -0.031 -0.004 2.240  -0.519
S -0.492 -0.997 0.775  -0.336
H -2.040 0.873 1.971  0.219
H -0.721 2.076 2.275  0.204
H -1.410 0.973 3.510  0.184
H 0.976 0.437 2.185  0.205
H 0.109 -0.708 3.064  0.191
H 0.560 -0.845 -0.313  0.305
O 0.637 0.753 -3.354  -0.734
C 0.444 0.205 -2.270  0.639
O 1.258 -0.145 -1.368  -0.760
H -0.663 0.019 -2.109  0.025

Calculated values
Multiplicity: 1
Molecular weight: 107.15 g/mol
Net charge: -1
HOMO-LUMO gap: 7.899 eV
DFT total energy: -18155.75908 eV
Strongest force on any atom: 2.050 eV/A

# 7
C3H7O2S | ωB97M-V/def2-TZVPD

Each line ends with the natural charge from an NBO analysis.
Positions of all 13 atoms, in Å:
C 0.797 -1.950 0.864  -0.635
C 0.289 -1.611 -0.550  -0.526
S -1.398 -0.966 -0.648  -0.142
H 1.691 -1.381 1.139  0.214
H 0.130 -1.565 1.636  0.232
H 0.986 -3.016 0.940  0.186
H 0.327 -2.480 -1.162  0.199
H 0.903 -0.791 -0.913  0.229
H -1.122 0.224 -0.060  0.202
O -0.155 1.592 1.127  -0.800
C 0.826 1.734 0.358  0.624
O 1.014 2.546 -0.564  -0.764
H 1.679 1.006 0.521  -0.020

Calculated values
Multiplicity: 1
Molecular weight: 107.15 g/mol
Net charge: -1
HOMO-LUMO gap: 7.817 eV
DFT total energy: -18156.02502 eV
Strongest force on any atom: 1.761 eV/A

# 8
C3H7O2S | ωB97M-V/def2-TZVPD

Each line ends with the natural charge from an NBO analysis.
Positions of all 13 atoms, in Å:
C 0.828 1.064 1.405  -0.619
C 0.753 1.720 0.010  -0.523
S 0.566 0.495 -1.353  -0.650
H 1.772 1.153 1.984  0.185
H 0.414 0.049 1.377  0.204
H 0.238 1.688 2.120  0.174
H -0.161 2.339 0.006  0.173
H 1.598 2.413 0.030  0.171
H -0.951 -0.815 -0.496  0.507
O -1.939 -3.491 -1.609  -0.647
C -1.264 -2.541 -1.268  0.648
O -1.668 -1.330 -1.022  -0.709
H -0.186 -2.745 -1.184  0.087

Calculated values
Multiplicity: 1
Molecular weight: 107.15 g/mol
Net charge: -1
HOMO-LUMO gap: 7.065 eV
DFT total energy: -18155.55559 eV
Strongest force on any atom: 1.747 eV/A

Energy relative to the best compared isomer or geometry (same formula, charge and spin)
In order: 80.1, 57.5, 18.8, 48.2, 45.1, 19.7, 13.6, 24.4
Unit: kcal per mole